[1]
C6H9NO2 as an isolated structure. Source: the Open Molecules 2025 dataset; level of theory: ωB97M-V/def2-TZVPD.

```
18
Properties=species:S:1:pos:R:3:mulliken_charge:R:1
H -1.092 -1.175 0.480 0.5637
C -0.516 -0.282 -1.051 -0.2412
H 0.118 -1.751 1.821 0.2770
N -0.192 -0.832 1.530 -0.3244
H 0.993 1.869 1.250 0.3070
C 0.822 0.971 0.391 0.2002
C 0.951 -0.500 0.748 -0.8628
C 1.025 -0.655 -0.815 -0.1519
C -0.520 0.824 -0.202 0.0323
O 1.661 0.713 -0.701 -0.4824
H -0.615 -0.018 -2.127 0.4141
H -2.771 1.138 -0.149 0.2561
H 1.880 -0.386 1.308 0.4748
H 1.492 -1.436 -1.352 0.5053
C -1.689 1.422 0.113 -0.8213
H -1.685 2.178 0.973 0.2111
H -0.086 -0.171 2.263 0.2918
O -1.327 -1.352 -0.584 -0.6495
```

Properties
net charge: 0
HOMO level: -0.324 Eh
strongest force on any atom: 0.138 hartree/bohr
DFT total energy: -11947.8336 eV
relative energy (zero: lowest compared OMol25 entry of this formula, charge and spin): 5.485 eV

=====

[2]
A 9-piece molecular cluster, C24H55NO12S overall. Source: the Open Molecules 2025 dataset; level of theory: ωB97M-V/def2-TZVPD.

```
93
Properties=species:S:1:pos:R:3:mulliken_charge:R:1
H 2.130 4.858 9.152 0.3002
O -1.043 -4.699 1.206 -0.4884
H -1.639 0.110 -5.142 0.3053
H 2.232 2.822 0.831 0.2630
H -2.337 0.771 -6.615 0.2221
H -6.684 0.436 5.136 0.2877
H -3.970 -0.324 2.618 0.1822
C -7.192 2.098 3.854 -1.1352
O 2.614 -5.761 -1.057 -0.4222
C 2.896 -4.758 -3.255 -0.9127
C -1.234 -0.304 -1.543 0.6349
C -1.272 2.213 -5.416 -0.1544
H 3.542 3.643 6.881 0.2536
C 2.483 5.465 7.335 -0.1485
H -2.751 -1.007 0.602 0.2646
H -6.438 0.127 3.411 0.2755
C 0.212 0.852 -9.477 -0.2053
H 4.835 -8.588 -0.316 0.2983
H -2.490 2.575 -0.336 0.3278
H 5.866 -7.358 0.443 0.2864
C 4.586 -8.404 1.826 -0.3210
H -1.117 2.926 -6.223 0.2072
O -2.421 2.648 -4.688 -0.5587
C 2.032 4.421 2.276 -0.1874
H -1.825 3.627 1.605 0.2714
H 2.786 -4.932 -4.327 0.3605
C 0.657 1.423 -10.810 -1.1459
H -2.558 2.026 -3.967 0.3021
H -0.820 0.488 -9.541 0.2700
C -1.166 -2.400 0.429 0.2995
H -3.794 -1.025 4.209 0.4164
H 1.407 -6.208 -2.668 0.2501
C -3.264 -0.780 3.300 -0.3211
O -4.966 1.213 4.294 -0.4135
H -1.477 0.397 2.812 0.1881
O -0.440 -0.322 -0.505 -0.5230
H -0.913 1.810 -0.360 -0.4622
H 0.599 0.670 -11.598 0.3530
C -1.436 2.714 -0.067 0.6660
H -4.875 1.870 4.992 0.2512
H 0.182 4.066 -0.512 0.1891
H 4.325 4.632 8.104 0.3969
O 2.094 -2.111 -0.692 -0.4790
H 3.187 4.501 3.843 0.2603
H 2.611 5.150 1.699 0.2531
C -2.148 0.203 3.642 -0.8581
H 3.939 -4.522 -3.043 0.2556
H 2.074 -5.003 -0.810 0.2753
C 1.016 -2.448 -0.319 0.4485
H 2.702 6.498 7.625 0.2502
H 0.974 4.596 2.085 0.1568
C -0.865 3.924 -0.783 -1.0007
H -0.936 3.811 -1.866 0.2842
H -8.247 1.833 3.764 0.3520
H 1.683 1.785 -10.744 0.2815
O 4.653 -7.409 2.844 -0.5170
H 2.305 -3.880 -2.984 0.1727
H -6.860 2.540 2.915 0.2906
O 2.253 4.646 3.668 -0.4453
H 4.001 -6.735 2.633 0.2923
C 4.876 -7.817 0.457 -0.4893
H 3.061 -6.839 -2.716 0.3153
C 3.767 4.671 7.166 -0.9960
O 0.301 1.822 -8.435 -0.4832
H -0.268 2.559 -8.674 0.2774
H -7.093 2.863 4.627 0.3246
C -0.243 -1.660 -0.150 0.6757
C 2.456 -5.971 -2.456 -0.2285
S -2.664 -2.359 2.631 -0.1569
C -1.464 0.813 -5.961 -0.7284
O -1.334 2.842 1.348 -0.5027
C -6.352 0.881 4.193 -0.2041
H -3.254 -2.650 0.287 0.4828
H 0.030 2.271 -11.095 0.3476
H -0.590 0.488 -6.522 0.1874
C -2.543 -2.044 0.838 -0.7290
H -0.397 2.248 -4.757 0.2004
N -2.084 -0.424 -2.323 -0.5220
H 1.836 2.285 2.474 0.1994
H 3.470 2.819 2.101 0.4857
C 2.413 3.004 1.892 -0.9666
H 3.592 -8.865 1.841 0.2594
H 1.921 5.484 6.403 0.2030
H -2.611 1.151 3.879 0.2434
H -1.602 -0.130 4.516 0.3066
O 0.681 -3.720 0.071 -0.2737
H 5.318 -9.168 2.083 0.2982
H -1.401 4.831 -0.494 0.3576
H 4.152 -7.039 0.210 -0.0906
O 1.644 4.870 8.323 -0.5319
H 4.407 5.116 6.402 0.2688
C -0.574 -3.761 0.657 -0.0420
H 0.850 0.019 -9.186 0.3148
```

Properties
net charge: 0
HOMO level: -0.334 Eh
strongest force on any atom: 0.026 hartree/bohr
DFT total energy: -62671.2080 eV

=====

[3]
C5H10N2 in the gas phase. Source: the Open Molecules 2025 dataset; level of theory: ωB97M-V/def2-TZVPD.

```
17
Properties=species:S:1:pos:R:3:mulliken_charge:R:1
H -2.069 -2.155 -2.339 0.2532
N 1.045 0.787 2.188 -0.6199
H 0.813 1.659 2.639 0.2609
C -1.496 0.667 -0.120 -0.8849
H 1.067 1.998 0.452 0.3303
H 2.453 0.828 0.723 0.2848
C 1.385 0.997 0.752 -0.4032
H 1.643 -0.618 -0.658 0.3786
H 0.301 0.108 2.198 0.2006
H -0.253 -2.609 -1.884 0.2936
H -1.350 0.994 0.925 0.2455
N -0.810 -0.606 -2.006 -0.4800
C -1.032 -1.867 -2.061 -0.3050
C -0.510 0.096 -0.834 0.5942
H 0.513 -0.890 0.670 0.3096
H -2.502 0.782 -0.520 0.3191
C 0.801 -0.170 -0.126 -0.7775
```

Properties
net charge: 0
HOMO level: -0.312 Eh
strongest force on any atom: 0.062 hartree/bohr
DFT total energy: -8323.5566 eV
relative energy (zero: lowest compared OMol25 entry of this formula, charge and spin): 3.777 eV